# 1
Density functional theory data (ωB97M-V with the def2-TZVPD basis set) for a molecular structure, C24H35Cl2N2O4PS4SbSe4Ti at a distorted geometry.

Last column: Mulliken charge in e.
CARTESIAN COORDINATES (ANGSTROEM)
Ti 0.98865 -1.42944 -0.99026  0.104
S -2.52931 -4.59238 2.17732  -0.635
Sb -1.37807 -5.89665 0.76962  0.393
S -1.29725 -4.62252 -1.44997  -0.331
S 0.71140 -4.10380 -1.15696  0.240
S 0.98580 -4.97427 0.73288  -0.339
Se 1.04078 -2.11767 -3.47659  -0.020
Se 0.87207 -0.43550 -5.00734  -0.551
Se 4.31825 -0.25051 -3.46179  -0.533
Se 3.21047 -1.90907 -2.37709  -0.119
O -0.47740 -1.46031 0.08581  -0.715
N -0.93628 -1.17592 -1.26637  1.292
C -3.82372 0.45346 -3.59799  -1.498
C -2.66604 -0.44013 -3.11799  1.106
C -2.78978 -1.87284 -3.66452  -1.339
P -2.38670 -0.48026 -1.34995  0.016
C -3.54049 -1.53880 -0.45600  1.221
C -5.01577 -1.41420 -0.86803  -1.594
C -3.36791 -1.43108 1.07222  -1.557
C -2.39588 1.17648 -0.63307  1.509
C -3.76828 1.79619 -0.32719  -1.737
C -1.55101 2.13445 -1.48844  -1.481
H -3.88205 0.37554 -4.68698  0.469
H -3.67891 1.50761 -3.35881  0.306
H -4.79267 0.14791 -3.19884  0.221
H -1.72203 -0.02916 -3.49283  -0.129
H -3.76514 -2.31023 -3.42175  0.226
H -2.01540 -2.53322 -3.27822  0.111
H -2.68633 -1.83976 -4.75160  0.468
H -3.17312 -2.52499 -0.74619  -0.221
H -5.43162 -0.42946 -0.64844  0.221
H -5.59340 -2.14680 -0.29651  0.489
H -5.18504 -1.62411 -1.92376  0.296
H -3.88030 -0.54780 1.46590  0.178
H -2.32513 -1.41446 1.38087  0.244
H -3.80823 -2.31819 1.53472  0.466
H -1.86744 0.99480 0.30481  -0.249
H -4.37584 1.91202 -1.22782  0.243
H -3.61565 2.79775 0.08966  0.495
H -4.34768 1.22778 0.39632  0.332
H -2.14017 2.53166 -2.31997  0.302
H -0.65912 1.66731 -1.90055  0.085
H -1.22958 2.98592 -0.88018  0.470
Cl 1.93871 -0.52404 5.61753  -0.247
C 1.22579 0.61513 4.50038  0.971
C -0.14885 0.59892 4.35937  -0.797
C -0.74902 1.47527 3.47261  -0.371
C 0.04039 2.37298 2.77494  -0.657
C 1.41467 2.38278 2.94115  0.958
Cl 2.31664 3.60233 2.09200  -0.192
C 2.06893 1.47138 3.77111  -1.070
N 3.46493 1.42099 3.91932  -0.171
C 4.35026 1.37764 2.76153  -0.429
C 5.24497 2.42215 2.58320  -0.425
C 6.11210 2.42974 1.50380  -0.435
C 6.08687 1.38212 0.59036  -0.864
C 5.22325 0.31804 0.78558  -0.565
C 4.35321 0.29409 1.87427  0.723
C 3.43265 -0.89387 2.04804  -0.574
C 2.46906 -1.09383 0.92857  0.774
O 2.27814 -2.23355 0.41813  -0.165
O 1.82771 -0.11820 0.42588  -0.182
H -0.72977 -0.11447 4.92903  0.424
H -1.82218 1.45556 3.32936  0.386
H -0.39745 3.08745 2.08946  0.395
H 3.74184 0.76680 4.63182  0.438
H 5.22463 3.23988 3.29325  0.466
H 6.78996 3.26335 1.36351  0.383
H 6.73091 1.39017 -0.28077  0.439
H 5.21199 -0.49759 0.07189  0.479
H 2.83407 -0.77598 2.94148  -0.144
H 3.98827 -1.82371 2.14388  0.507
C 2.00685 1.73716 -1.57524  -0.601
O 1.35769 0.57341 -2.11042  0.876
H 1.81737 2.58513 -2.24021  0.305
H 3.07740 1.57071 -1.49101  0.188
H 1.59665 1.94911 -0.59627  0.023
H 1.59267 0.44761 -3.05567  -0.300

Computed properties:
**Energy above the lowest of the compared OMol25 structures with the same formula, charge and spin**: 112.38 kJ/mol
**Frontier orbital gap**: 6.241 eV
**Charge**: -1
**LUMO**: 1.912 eV

# 2
Density functional theory data (ωB97M-V with the def2-TZVPD basis set) for a molecular structure, C28H47N6O6S3SiTi.

Last column: Mulliken charge in e.
CARTESIAN COORDINATES (ANGSTROEM)
Ti -0.10422 -0.69490 0.59207  -1.238
C -1.73182 3.36336 1.46364  -1.688
C -0.86376 2.17175 1.25286  0.420
N -1.34010 0.96788 1.20960  1.786
N -2.70703 0.85757 1.43170  -0.923
C -3.13489 -0.33005 1.94132  0.108
N -4.46657 -0.53140 1.94149  -0.432
S -2.04023 -1.40410 2.60400  -0.292
C 0.57168 2.22998 1.06983  -0.028
C 1.33987 3.38676 1.13465  -0.811
C 2.71189 3.29124 1.06367  -1.121
C 3.29477 2.03954 0.91812  -0.825
C 2.47053 0.94319 0.80297  -0.416
N 1.14061 1.02267 0.87469  2.369
H -2.44036 3.16854 2.26957  0.388
H -1.15187 4.24694 1.71022  0.583
H -2.30870 3.58054 0.56104  0.184
H -3.29655 1.33550 0.74766  0.221
H -5.07286 0.00305 1.34237  0.206
H -4.75994 -1.47430 2.15429  0.262
H 0.86307 4.34910 1.24719  0.379
H 3.32608 4.17866 1.12148  0.482
H 4.36605 1.91131 0.87017  0.547
H 2.88069 -0.04743 0.64234  -0.263
C -2.48905 1.63203 -1.94162  -1.038
O -1.09073 1.69782 -1.77495  0.079
C -0.52865 2.81780 -2.44597  -0.875
C 0.81143 2.47201 -3.03387  -0.539
O 1.80092 2.41811 -2.02618  -0.134
C 3.02153 1.94768 -2.56260  -0.858
H -2.76280 1.58551 -3.00011  0.399
H -2.99346 2.50508 -1.49897  0.346
H -2.83241 0.70689 -1.46842  0.184
H -0.42190 3.66142 -1.74600  0.270
H -1.18771 3.12529 -3.26418  0.552
H 1.08037 3.23392 -3.78029  0.482
H 0.73204 1.50648 -3.55033  0.096
H 3.36672 2.59736 -3.37609  0.380
H 2.91252 0.92777 -2.94019  0.293
H 3.75745 1.95559 -1.76272  0.219
S -1.96545 -1.76166 -0.56053  -0.294
C -1.48159 -1.58981 -2.23122  0.600
C -2.52083 -1.65305 -3.22006  -0.093
N -3.37956 -1.65227 -3.98407  -0.569
C -0.20236 -1.35356 -2.58666  0.325
S 1.09439 -1.18628 -1.43337  -0.252
C 0.15333 -1.18031 -3.96856  -0.303
N 0.47754 -1.00192 -5.05692  -0.590
C 4.81147 -3.86061 -0.18451  -1.747
C 4.57580 -2.97839 1.03328  1.680
C 5.06911 -3.66085 2.30334  -1.295
C 5.23838 -1.61831 0.85658  -1.424
O 3.16255 -2.77661 1.08867  -0.441
Si 2.20646 -2.38722 2.34894  -4.454
O 0.87611 -1.70746 1.71227  5.448
O 3.01410 -1.28979 3.25719  0.581
C 2.63840 -0.75882 4.52738  1.683
C 1.13058 -0.54718 4.58401  -0.939
C 3.09329 -1.73324 5.60598  -1.712
C 3.37105 0.57097 4.64429  -1.593
O 1.77677 -3.63889 3.29066  0.415
C 1.11341 -4.86235 2.95595  2.012
C 2.18165 -5.94688 2.85716  -1.687
C 0.35392 -4.73873 1.63842  -1.430
C 0.15532 -5.14213 4.10392  -1.742
H 5.87785 -4.02803 -0.33515  0.402
H 4.39669 -3.38588 -1.07286  0.305
H 4.31989 -4.82396 -0.05061  0.329
H 6.13593 -3.86446 2.22383  0.562
H 4.54519 -4.60251 2.45404  0.209
H 4.90007 -3.02537 3.17471  0.053
H 6.31986 -1.73016 0.79076  0.600
H 5.00075 -0.97842 1.70689  0.055
H 4.88310 -1.14928 -0.06244  0.265
H 0.59756 -1.49444 4.47143  -0.012
H 0.80280 0.12454 3.78404  -0.171
H 0.86116 -0.11256 5.54569  0.623
H 2.59127 -2.69102 5.48171  0.106
H 2.86334 -1.33623 6.59454  0.481
H 4.16898 -1.89150 5.53550  0.342
H 3.04315 1.24741 3.85407  0.159
H 4.44542 0.41802 4.54532  0.327
H 3.17051 1.03396 5.60981  0.410
H 2.83582 -5.75442 2.00732  0.192
H 1.72077 -6.92570 2.72320  0.507
H 2.78211 -5.96271 3.76627  0.339
H 1.02094 -4.45170 0.82476  0.200
H -0.44433 -3.99263 1.70462  0.098
H -0.08951 -5.70309 1.38931  0.630
H 0.70243 -5.19905 5.04432  0.355
H -0.37033 -6.08220 3.94386  0.447
H -0.57908 -4.33699 4.17758  0.257

Computed properties:
**Frontier orbital gap (alpha / beta)**: 5.547 / 5.990 eV
**LUMO (alpha / beta)**: -1.277 / -1.363 eV
**Spin multiplicity**: 2

# 3
Density functional theory data (ωB97M-V with the def2-TZVPD basis set) for a molecular structure, C29H45N13O3SeTi at a distorted geometry.

Last column: Mulliken charge in e.
CARTESIAN COORDINATES (ANGSTROEM)
Ti 0.32105 -1.10247 -0.12035  0.060
Se 6.64085 -2.70827 -3.50175  0.385
N 5.11225 -2.35797 -4.29755  -0.880
C 4.12735 -2.48777 -3.42745  0.844
C 2.73935 -2.31047 -3.72475  0.591
C 2.27185 -2.07417 -5.01465  -0.573
C 0.91145 -1.96907 -5.22845  -0.929
C 0.06425 -2.07107 -4.12705  -0.542
N 0.47215 -2.26847 -2.88775  -0.475
C 1.79995 -2.41737 -2.66035  -0.487
C 2.21935 -2.74257 -1.32995  0.357
N 1.26485 -2.83327 -0.34255  0.241
C 1.66055 -3.31447 0.85875  0.213
C 2.96355 -3.62577 1.17645  -1.482
C 3.95785 -3.44117 0.21735  -0.605
C 3.58405 -3.02057 -1.05305  0.396
C 4.54335 -2.85447 -2.10785  0.983
N 5.84585 -3.01337 -1.96945  -0.880
H 2.98305 -2.00597 -5.82045  0.595
H 0.51215 -1.84407 -6.22155  0.510
H -1.01075 -2.00617 -4.26165  0.615
H 0.86755 -3.48177 1.58305  0.375
H 3.21135 -4.01317 2.15045  0.516
H 4.99755 -3.63207 0.42205  0.609
N -0.95975 -0.90087 1.50785  0.325
C -1.61255 -2.01127 2.20535  -0.758
C -2.61655 -2.72577 1.30215  -0.509
C -1.99535 -3.23127 0.00105  -0.554
N -1.40015 -2.11307 -0.73985  -0.102
H -0.41205 -0.32247 2.15585  0.212
H -1.64565 -0.25247 1.10065  -0.575
H -2.14825 -1.65577 3.09535  0.475
H -0.84385 -2.71437 2.54375  0.466
H -3.42305 -2.03347 1.05365  -0.084
H -3.05745 -3.56327 1.84565  0.488
H -2.78495 -3.71807 -0.59075  0.498
H -1.21285 -3.97157 0.20495  0.313
H -2.13705 -1.42947 -0.94585  -0.087
H -1.02225 -2.45697 -1.63475  0.442
C -4.23365 0.44703 0.70255  -1.246
N -3.41605 0.59903 -0.50545  0.734
C -4.23245 0.86423 -1.69335  -0.538
C -4.30685 2.38823 -1.78175  -0.783
N -3.07365 2.78263 -1.11735  0.302
C -2.86355 4.19753 -0.87215  -1.025
C -2.56475 1.74053 -0.40005  -0.753
N -1.47585 1.60063 0.24935  -0.321
C -0.53085 2.67773 0.40465  -0.862
C 0.83935 2.15833 0.88425  -0.842
N 0.73975 1.39263 2.06965  0.219
C 1.10455 1.78133 3.26145  0.125
N 1.36995 3.02873 3.73125  0.023
C 1.51915 4.27893 3.02945  -0.826
C 1.39605 3.05093 5.18575  -0.754
C 1.33265 1.57173 5.56895  -0.600
N 1.08085 0.91113 4.30235  0.118
C 1.24175 -0.51467 4.20815  -0.728
H -4.89125 -0.41117 0.56755  0.389
H -3.59045 0.28303 1.56405  0.284
H -4.85525 1.32483 0.90685  0.396
H -5.21065 0.39553 -1.61825  0.453
H -3.70575 0.45863 -2.56105  0.160
H -5.18445 2.79643 -1.26445  0.502
H -4.31495 2.74953 -2.81135  0.410
H -3.61915 4.75583 -1.41985  0.449
H -1.88725 4.53123 -1.22045  0.287
H -2.96495 4.44173 0.18745  0.312
H -0.90105 3.39063 1.15335  0.678
H -0.35955 3.21353 -0.53655  0.474
H 1.54965 2.98843 0.94245  0.489
H 1.22245 1.47233 0.09875  -0.427
H 0.71495 4.44533 2.31325  0.218
H 2.48045 4.33053 2.51245  0.285
H 1.49155 5.08833 3.75585  0.402
H 0.53075 3.60953 5.55965  0.352
H 2.30715 3.53923 5.54165  0.439
H 0.52075 1.35733 6.26995  0.340
H 2.27125 1.21833 6.01015  0.344
H 2.03415 -0.83177 4.88975  0.465
H 1.52145 -0.78767 3.19045  0.098
H 0.32085 -1.02577 4.50185  0.199
C -0.65075 1.34983 -3.66145  -1.204
C 0.22225 0.69643 -2.62635  0.140
N 1.53775 0.84973 -2.76285  0.071
O -0.27325 0.05453 -1.68455  1.142
H -0.06365 1.88813 -4.39845  0.524
H -1.33955 2.03943 -3.17605  0.132
H -1.24525 0.59093 -4.16695  0.197
H 1.94065 1.35713 -3.53465  0.265
H 2.15965 0.42813 -2.07995  0.063
O 1.60165 -0.62747 1.08095  0.043
O 1.91465 -0.22137 -0.16705  -0.606

Computed properties:
**Energy above the lowest of the compared OMol25 structures with the same formula, charge and spin**: 287.91 kJ/mol
**Frontier orbital gap**: 5.485 eV
**Charge**: +2
**LUMO**: -6.334 eV

# 4
Density functional theory data (ωB97M-V with the def2-TZVPD basis set) for a molecular structure, C35H32AgN2P2.

Last column: Mulliken charge in e.
CARTESIAN COORDINATES (ANGSTROEM)
Ag -0.08654 1.01387 -0.09468  -0.693
N -1.92941 2.70345 -0.03240  -0.187
C -2.02687 3.37393 -1.27785  0.576
C -2.55348 4.63944 -1.39764  -0.599
C -2.71520 5.23942 -2.65503  -0.795
C -2.36005 4.57120 -3.79165  -0.876
C -1.71972 3.31975 -3.70359  0.719
C -1.20010 2.65600 -4.83175  -0.582
C -0.48076 1.50504 -4.65710  -1.087
C -0.29517 1.01555 -3.35793  0.158
N -0.80585 1.57228 -2.28238  0.403
C -1.52221 2.71575 -2.43237  0.061
H -2.53652 1.88158 -0.03044  0.130
H -2.20888 3.32346 0.72214  0.267
H -2.85699 5.18538 -0.51414  0.357
H -3.14910 6.22492 -2.71852  0.397
H -2.51933 5.00913 -4.76329  0.414
H -1.35035 3.07980 -5.81275  0.433
H -0.02820 0.99644 -5.49365  0.461
H 0.30495 0.12856 -3.20034  0.302
C 1.98381 -1.70613 0.43086  -1.008
C 0.83194 -2.04846 -0.51880  -1.085
P -0.76310 -1.44401 0.19149  0.985
C -2.06275 -1.81549 -1.02936  0.594
C -1.88744 -2.41044 -2.27084  0.068
C -2.97953 -2.59208 -3.10544  -0.768
C -4.24426 -2.18741 -2.71121  -0.479
C -4.42487 -1.60046 -1.46825  -0.765
C -3.33900 -1.41214 -0.63780  -0.567
C -1.03042 -2.82908 1.36258  0.488
C -1.00333 -2.63613 2.73713  -0.137
C -1.09023 -3.72236 3.59310  -0.585
C -1.21877 -5.00261 3.08292  -0.564
C -1.28475 -5.19375 1.71134  -0.648
C -1.19339 -4.11565 0.85343  -0.865
P 2.58717 0.05032 0.23458  0.146
C 1.62185 1.12025 1.39964  -1.644
C 0.92975 0.72393 2.54965  0.990
C 0.30601 1.66525 3.35067  -0.912
C 0.35854 3.01464 3.02664  -0.539
C 1.04162 3.42738 1.89424  -0.928
C 1.66140 2.49019 1.07810  0.643
C 4.12669 -0.10905 1.22543  0.840
C 4.31241 0.56934 2.42419  -0.329
C 5.48059 0.40424 3.14523  -0.790
C 6.48036 -0.42814 2.67119  -0.498
C 6.31557 -1.08316 1.46168  -0.639
C 5.15090 -0.91936 0.73638  -0.605
H 2.85333 -2.30986 0.14959  0.533
H 1.74163 -1.94764 1.47123  0.378
H 0.77595 -3.13009 -0.67222  0.654
H 1.00268 -1.56291 -1.48538  0.402
H -0.91016 -2.74281 -2.59076  0.413
H -2.84138 -3.06080 -4.06890  0.446
H -5.09073 -2.33823 -3.36578  0.413
H -5.40940 -1.29343 -1.14921  0.439
H -3.46631 -0.96653 0.34124  0.441
H -0.92436 -1.63380 3.13551  0.458
H -1.05461 -3.56602 4.66064  0.435
H -1.28207 -5.84880 3.75027  0.396
H -1.40448 -6.18719 1.30793  0.428
H -1.26077 -4.26981 -0.21484  0.327
H 0.92260 -0.31678 2.84012  0.699
H -0.20516 1.34870 4.24804  0.467
H -0.11324 3.73945 3.67176  0.448
H 1.10674 4.47710 1.64817  0.488
H 2.26538 2.81002 0.23490  0.522
H 3.54318 1.22455 2.80460  0.348
H 5.60508 0.92534 4.08227  0.417
H 7.38568 -0.56495 3.24101  0.391
H 7.09663 -1.72497 1.08001  0.395
H 5.03680 -1.42510 -0.21369  0.403

Computed properties:
**Energy above the lowest of the compared OMol25 structures with the same formula, charge and spin**: 39.31 kJ/mol
**Frontier orbital gap**: 8.187 eV
**Charge**: +1
**LUMO**: -2.623 eV